Entry from the Open Molecules 2025 dataset: 10 unconnected molecules or ions with the total composition C43H66BrNO30S (the ωB97M-V functional and the def2-TZVPD basis).

Geometry as XYZ:
```
142
Properties=species:S:1:pos:R:3:lowdin_charge:R:1
C 0.1731 1.5596 6.9981 -0.126
H 3.3725 -0.4115 1.8098 0.128
O -4.4873 2.6152 -7.3167 0.069
O -11.0722 -1.3082 4.8915 0.155
O 5.4121 7.2636 0.8900 0.069
C 3.7624 -4.0533 2.7745 -0.149
O 2.4800 4.9501 3.4898 0.066
H 1.7004 -1.2721 -0.7983 0.115
H 2.8766 -1.5695 -3.1421 0.111
H 0.8691 -1.0120 -6.5017 0.139
C 6.0608 -0.2626 -2.7960 -0.117
C 0.0207 -8.0825 -0.7758 -0.091
C 2.4813 -4.2325 1.8468 -0.183
H 0.4673 -8.3187 0.2512 0.077
N 1.5957 -6.1744 -0.4225 -0.056
H -5.0639 3.2651 -5.4544 0.136
C -9.7879 1.7627 5.5404 -0.129
H -1.4252 0.7491 5.7814 0.131
O -2.8534 1.1121 -7.7508 0.150
O 3.4324 -3.9818 -4.0299 -0.309
C -10.3864 -0.3482 5.0844 -0.555
H -5.2317 4.4698 -6.7502 0.136
C 2.8524 -4.1656 0.2800 -0.254
C 1.0962 1.1858 1.3436 -0.093
O 0.0816 1.8872 8.3799 0.066
H 1.1226 0.2681 2.0136 0.070
C -8.5596 0.9319 5.3110 -0.130
C 4.7783 1.4197 -6.2947 -0.133
H -9.7543 2.7137 5.0085 0.135
H 0.9676 5.9425 2.5114 0.136
H -7.7937 1.0997 6.0682 0.138
H -1.0555 -7.7848 -0.5733 0.075
O -4.4286 -1.4660 2.8763 0.056
H 0.1880 1.1107 0.6538 0.079
H 1.6118 -3.5694 2.1233 0.079
O -9.0594 -0.3993 5.3803 0.054
O -1.4731 1.4390 9.9566 0.161
H 1.5389 -7.3409 -2.1963 0.124
H 4.7586 -0.8708 -4.5006 0.089
H 3.1037 1.9490 0.5249 0.102
H -1.6595 2.4467 6.2519 0.133
H 2.1245 -5.3060 2.0144 0.118
H 1.0808 2.1365 1.9517 0.050
C -4.6069 3.6642 -6.3642 -0.130
H -9.6476 -2.4364 2.5894 0.133
H 2.0539 1.0145 -0.7220 0.095
C 4.0432 -2.7280 -1.5993 -0.258
C 0.7959 -6.8531 -1.4858 -0.258
C -7.7430 -1.6746 1.8914 -0.135
C -2.3375 -1.3676 1.9562 -0.143
H 0.0382 -6.1968 -2.0046 0.099
C -1.1380 1.4682 8.8125 -0.555
C 1.6795 -4.6987 -0.6553 -0.736
O 4.6597 1.1733 -8.5638 0.066
C 3.3943 -2.6952 -0.1403 -0.234
C -3.1852 4.0899 -6.1544 -0.126
H 6.9408 0.0101 -3.4466 0.073
H -0.8046 0.7018 -6.3973 0.116
O 5.3509 2.5552 -6.9332 0.067
O 2.5860 2.7233 3.8485 0.144
H 4.2548 -2.4980 0.5866 0.136
H -7.5579 -1.3065 2.9010 0.127
C 0.6624 -0.6210 -5.5053 -0.116
C 1.9893 3.7563 3.9079 -0.568
O 1.7983 -4.3609 -2.0471 -0.252
H 0.6938 0.6034 6.8953 0.138
H -7.3994 -0.9255 1.1720 0.137
H 5.9988 6.1158 -0.7407 0.136
C -7.8343 -3.6639 0.8647 -0.551
C -3.5062 -2.2840 2.1639 -0.123
C 3.5672 -4.0403 4.1488 -0.018
C 3.8794 6.0501 -0.2970 -0.123
C 5.1376 2.4135 -8.2692 -0.552
H 5.4505 0.6860 -2.5997 0.079
H 1.7519 6.8715 3.8069 0.139
C 5.3222 6.0744 0.1132 -0.127
H -0.5826 5.4959 4.2871 0.137
H 1.0286 -6.2661 0.4330 0.064
C 3.7988 -1.4276 -2.4829 -0.175
C -4.1216 -0.1736 2.5910 -0.557
H 1.5974 -1.8284 0.9248 0.076
H -1.4673 -0.4122 -5.1837 0.143
H 5.5940 5.2211 0.7407 0.136
H -3.2448 -3.1700 2.7427 0.140
O -4.8024 0.7619 2.8918 0.144
O -0.3182 1.1592 -4.4517 0.067
H -3.9655 -2.5986 1.2228 0.139
C -3.2293 2.1130 -7.2107 -0.542
H 5.6129 -2.2911 -3.5733 0.107
H -8.1218 1.0947 4.3218 0.131
C 1.4027 5.8817 3.5124 -0.127
O -2.4514 2.8970 -6.4107 0.053
O -1.9259 1.0858 7.7706 0.061
H 3.9309 -0.3040 -7.2953 0.130
C 5.0524 -1.3147 -3.5052 -0.210
O 4.2364 -5.3988 -2.2603 -0.310
C -9.1736 -2.0646 1.6767 -0.126
H 5.3767 1.1154 -5.4355 0.116
H -1.8057 -1.5730 1.0267 0.101
H 6.3321 -0.6812 -1.7820 0.073
H -3.0017 4.4480 -5.1412 0.138
H 3.7698 -4.8414 0.1814 0.150
H 3.7913 -0.4575 -1.9107 0.094
O 1.5993 2.1333 -3.7602 0.144
C 3.1390 -0.2736 0.6999 -0.213
S 3.3827 -4.1832 -2.5341 0.796
H -9.9717 1.9553 6.6009 0.136
C 2.3787 1.0839 0.3673 -0.226
H 0.6762 5.6020 5.5370 0.138
O 0.7289 3.8851 4.4037 0.037
H 0.6580 -1.4514 -4.7931 0.132
H 0.7264 2.3241 6.4532 0.118
H 3.4912 5.0362 -0.3990 0.132
H -2.8691 4.8583 -6.8652 0.137
H 4.1633 -0.3079 0.1852 0.097
C 4.1656 7.5344 1.3568 -0.554
C 1.0313 1.2845 -4.3816 -0.557
O 3.9173 8.3661 2.1763 0.156
O -2.9437 -0.0807 1.9199 0.062
O -10.8310 0.9355 5.0356 0.065
H 4.7562 -3.9864 2.2489 0.106
C 0.4618 5.2806 4.5139 -0.121
C 2.3322 -1.5364 0.0991 -0.175
H 4.4663 -4.1535 4.8298 0.063
C 4.7694 0.3877 -7.3827 -0.132
O -9.0793 -3.1315 0.7394 0.069
H 3.6986 6.5945 -1.2279 0.137
O -7.0433 -2.8905 1.6588 0.052
O 3.2340 6.7362 0.7703 0.047
H -1.6264 -1.3997 2.7868 0.134
H 5.1732 -2.8623 -1.5197 0.149
H 3.7722 1.6767 -5.9529 0.123
O -7.4788 -4.6781 0.3456 0.158
H 5.6996 -0.1863 -7.4240 0.137
C -1.2632 1.4797 6.5743 -0.130
H 2.5565 -3.9721 4.6530 0.072
C -0.5988 0.1877 -5.4558 -0.124
H 0.1146 -9.0428 -1.3706 0.076
O 1.6574 0.3206 -5.1104 0.031
H -9.7728 -1.2473 1.2742 0.138
O 5.3424 3.2654 -9.0783 0.161
Br -0.1320 -3.9836 -0.0902 0.770
```

Output
Calculated total energy, Ha: -6962.178113
Charge: 0